Entry 1:
Here is a cluster of 2 separate species, C4H11NO2 in total in a non-equilibrium geometry from the OMol25 dataset. Energies are from ωB97M-V/def2-TZVPD.

```
! RIJCOSX wB97M-V def2-TZVPD def2/J DEFGRID3
* xyz 0 1
C -0.685 1.880 0.269
C -0.807 0.385 0.234
O -1.409 -0.256 1.080
N -0.333 -0.227 -0.912
C -0.559 -1.660 -1.061
C 0.908 0.208 -1.530
H -0.890 2.308 -0.712
H -1.392 2.302 0.970
H 0.288 2.201 0.643
H -0.639 -1.884 -2.111
H -1.474 -1.912 -0.542
H 0.268 -2.234 -0.641
H 1.749 -0.425 -1.240
H 0.796 0.189 -2.619
H 1.133 1.241 -1.326
O 2.063 -0.168 1.845
H 1.157 -0.470 1.725
H 2.603 -0.742 1.300
*
```

Results
HOMO energy, eV: -9.444
SMILES: CC(=O)N(C)C.O
Relative energy (zero: lowest compared OMol25 entry of this formula, charge and spin), kJ/mol: 59.74
Orbital gap, eV: 10.13


Entry 2:
Here is a cluster of 2 separate species, C6H14N2O2 in total in a non-equilibrium geometry from the OMol25 dataset. Energies are from ωB97M-V/def2-TZVPD.

```
! RIJCOSX wB97M-V def2-TZVPD def2/J DEFGRID3
* xyz 0 1
C 2.507 -0.351 0.667
N 2.191 0.977 0.233
C 0.918 1.460 0.457
C 0.643 2.926 0.202
O 0.107 0.839 1.124
H 1.684 -0.937 1.077
H 2.755 -1.015 -0.164
H 3.326 -0.384 1.399
H 2.780 1.483 -0.409
H 1.345 3.550 0.769
H 0.824 3.145 -0.862
H -0.328 3.194 0.620
C -2.248 0.033 -1.563
N -1.948 -0.730 -0.374
C -1.128 -1.843 -0.514
C -0.914 -2.473 0.800
O -0.832 -2.250 -1.614
H -2.947 0.869 -1.474
H -1.292 0.267 -2.022
H -2.850 -0.594 -2.266
H -2.101 -0.224 0.483
H -0.516 -1.776 1.550
H -1.854 -2.943 1.092
H -0.122 -3.225 0.789
*
```

Results
HOMO energy, eV: -9.110
SMILES: CNC(C)=O.CNC(C)=O
Relative energy (zero: lowest compared OMol25 entry of this formula, charge and spin), kJ/mol: 108.07
Orbital gap, eV: 9.86


Entry 3:
Here is an isolated molecule of C6H10O from the OMol25 dataset. Energies are from ωB97M-V/def2-TZVPD.

```
! RIJCOSX wB97M-V def2-TZVPD def2/J DEFGRID3
* xyz 0 1
C -1.177 -1.505 -0.844
O -0.428 -1.062 0.265
C 1.001 -0.826 0.112
C 1.339 0.376 1.002
C 0.302 1.453 0.694
C -1.031 1.062 0.194
C -0.266 1.616 -0.692
H -1.074 -2.588 -0.946
H -0.917 -0.992 -1.784
H -2.233 -1.273 -0.643
H 1.328 -0.594 -0.917
H 1.473 -1.758 0.420
H 2.356 0.749 0.804
H 1.331 0.086 2.063
H 0.290 2.316 1.361
H -2.010 0.776 0.527
H -0.287 2.164 -1.616
*
```

Results
HOMO energy, eV: -8.407
SMILES: COCCC1C=C1
Relative energy (zero: lowest compared OMol25 entry of this formula, charge and spin), kJ/mol: 336.69
Orbital gap, eV: 9.54


Entry 4:
Here is a cluster of 2 separate species, C2H2ClN3O in total in a non-equilibrium geometry from the OMol25 dataset. Energies are from ωB97M-V/def2-TZVPD.

```
! RIJCOSX wB97M-V def2-TZVPD def2/J DEFGRID3
* xyz 0 1
N -0.388 -2.086 -2.020
C 0.741 -2.088 -1.673
N 1.705 -2.540 -1.125
Cl 3.285 -2.206 -1.526
H -1.154 -1.476 -1.967
N 1.043 0.173 2.255
C 1.690 0.300 1.224
O 2.127 0.561 0.165
H 1.324 -0.405 3.038
*
```

Results
HOMO energy, eV: -9.667
SMILES: N=C=NCl.N=C=O
Relative energy (zero: lowest compared OMol25 entry of this formula, charge and spin), kJ/mol: 130.05
Orbital gap, eV: 10.12


Entry 5:
Here is a structure of composition C2H6ClMnO2 in a non-equilibrium geometry from the OMol25 dataset. Energies are from ωB97M-V/def2-TZVPD.

```
! RIJCOSX wB97M-V def2-TZVPD def2/J DEFGRID3
* xyz 0 7
Mn -1.595 4.100 -3.560
Cl -0.991 2.755 -1.571
C 0.951 -1.189 0.759
C 0.011 -0.092 0.320
O -0.775 -0.432 -0.833
O 0.207 -2.267 1.425
H 1.709 -0.658 1.336
H 1.548 -1.513 -0.093
H 0.570 0.797 0.028
H -0.733 0.090 1.095
H -1.022 0.399 -1.245
H 0.120 -1.990 2.340
*
```

Results
HOMO energy (alpha / beta), eV: -8.454 / -9.575
Relative energy (zero: lowest compared OMol25 entry of this formula, charge and spin), kJ/mol: 0.62
Orbital gap (alpha / beta), eV: 8.12 / 8.35


Entry 6:
Here is a cluster of 2 separate species, C9H14O in total in a non-equilibrium geometry from the OMol25 dataset. Energies are from ωB97M-V/def2-TZVPD.

```
! RIJCOSX wB97M-V def2-TZVPD def2/J DEFGRID3
* xyz 0 1
C -1.053 -0.290 -3.504
C -1.136 0.286 -2.145
C -0.072 0.238 -1.252
C -0.188 0.598 0.064
C -1.446 1.216 0.454
O -1.756 1.708 1.661
C -2.458 1.445 -0.429
C -2.275 0.944 -1.667
H -1.848 -0.195 -4.198
H -0.846 -1.339 -3.333
H -0.196 0.121 -4.095
H 0.905 -0.122 -1.591
H 0.472 0.246 0.806
H -1.000 2.024 2.161
H -3.405 1.713 -0.170
H -2.950 1.298 -2.369
C 1.976 -1.840 2.503
C 2.889 -0.625 2.391
H 2.548 -2.671 2.901
H 1.094 -1.651 3.161
H 1.627 -2.216 1.495
H 3.763 -0.745 2.927
H 3.089 -0.324 1.367
H 2.267 0.182 2.862
*
```

Results
HOMO energy, eV: -8.128
SMILES: Cc1ccc(O)cc1.CC
Relative energy (zero: lowest compared OMol25 entry of this formula, charge and spin), kJ/mol: 143.00
Orbital gap, eV: 8.90


Entry 7:
Here is an isolated molecule of C2H3N3 in a non-equilibrium geometry from the OMol25 dataset. Energies are from ωB97M-V/def2-TZVPD.

```
! RIJCOSX wB97M-V def2-TZVPD def2/J DEFGRID3
* xyz 0 1
N 0.049 1.509 0.027
C 0.909 -0.776 -0.648
C -0.215 -0.921 0.065
N -1.242 -0.238 0.521
N -1.079 1.112 0.366
H -0.035 2.527 -0.113
H 1.846 -1.183 -0.245
H -0.233 -2.030 0.028
*
```

Results
HOMO energy (alpha / beta), eV: -9.496 / -9.496
Relative energy (zero: lowest compared OMol25 entry of this formula, charge and spin), kJ/mol: 544.88
Orbital gap (alpha / beta), eV: 8.55 / 8.55


Entry 8:
Here is an isolated molecule of C6H14O from the OMol25 dataset. Energies are from ωB97M-V/def2-TZVPD.

```
! RIJCOSX wB97M-V def2-TZVPD def2/J DEFGRID3
* xyz 0 1
C 1.234 -3.123 0.404
C 0.233 -2.085 0.907
C 0.693 -0.664 0.579
C -0.383 0.421 0.744
C -0.314 1.391 -0.422
O -1.274 2.405 -0.278
C -1.288 3.257 -1.392
H 2.199 -3.029 0.917
H 1.417 -2.982 -0.670
H 0.868 -4.145 0.550
H -0.745 -2.262 0.439
H 0.078 -2.191 1.989
H 1.579 -0.417 1.179
H 1.037 -0.663 -0.467
H -0.262 0.972 1.684
H -1.384 -0.026 0.767
H 0.699 1.829 -0.493
H -0.488 0.837 -1.364
H -0.311 3.744 -1.542
H -2.046 4.024 -1.216
H -1.540 2.708 -2.315
*
```

Results
HOMO energy, eV: -9.829
SMILES: CCCCCOC
Relative energy (zero: lowest compared OMol25 entry of this formula, charge and spin), kJ/mol: 78.90
Orbital gap, eV: 10.97


Entry 9:
Here is a structure of composition C17H19BN6O3Os in a non-equilibrium geometry from the OMol25 dataset. Energies are from ωB97M-V/def2-TZVPD.

```
! RIJCOSX wB97M-V def2-TZVPD def2/J DEFGRID3
* xyz 2 5
H -0.868 -0.665 -3.537
N -0.728 0.792 -1.948
B -0.150 3.108 -0.745
N -0.188 2.100 -1.924
C 0.109 2.462 -3.186
Os -2.029 -0.108 -0.743
H 0.502 3.452 -3.386
C -0.167 1.401 -4.038
H -0.065 1.404 -5.106
C -0.606 0.342 -3.253
H -0.504 4.181 -1.214
C 1.947 -1.531 3.432
H 1.738 -2.514 3.854
H 1.148 -1.282 2.733
H 1.943 -0.802 4.242
N 1.283 3.393 -0.164
N -1.234 2.752 0.298
N 2.071 2.485 0.497
N -1.945 1.552 0.367
C 1.928 4.591 -0.261
C -1.858 3.650 1.100
H 1.452 5.426 -0.760
H -1.539 4.687 1.123
C 3.175 4.454 0.347
C -2.933 3.029 1.720
C 3.223 3.110 0.796
C -2.935 1.695 1.307
H 3.930 5.203 0.448
H -3.658 3.492 2.357
H 4.047 2.624 1.300
H -3.575 0.863 1.576
H 2.858 -1.535 2.955
O -0.272 -3.972 -2.349
C -0.145 -4.337 -1.047
C 0.388 -5.582 -0.732
C 0.318 -6.038 0.581
C -0.297 -5.301 1.598
C -0.743 -4.018 1.345
C -0.678 -3.554 0.025
C -1.148 -2.263 -0.286
O -0.967 -1.252 0.509
O -1.817 -1.986 -1.369
H -0.944 -3.249 -2.383
H 0.841 -6.152 -1.544
H 0.706 -7.029 0.792
H -0.415 -5.717 2.592
H -1.199 -3.360 2.081
*
```

Results
HOMO energy (alpha / beta), eV: -13.866 / -13.862
Relative energy (zero: lowest compared OMol25 entry of this formula, charge and spin), kJ/mol: 116.20
Orbital gap (alpha / beta), eV: 6.57 / 3.56


Entry 10:
Here is a structure of composition C15H44NO10Sr2 in a non-equilibrium geometry from the OMol25 dataset. Energies are from ωB97M-V/def2-TZVPD.

```
! RIJCOSX wB97M-V def2-TZVPD def2/J DEFGRID3
* xyz 2 2
Sr 2.358 -5.524 -1.463
Sr 4.264 -3.180 -4.432
C 1.016 -1.199 -1.758
C 1.847 -2.542 -1.503
O 2.954 -2.793 -2.031
O 1.303 -3.307 -0.768
H 0.813 -0.657 -0.834
H 0.096 -1.393 -2.308
H 1.533 -0.531 -2.447
C 5.828 -2.452 0.244
O 5.795 -2.989 1.609
H 4.968 -2.741 -0.360
H 5.716 -1.372 0.337
H 6.755 -2.682 -0.282
H 4.949 -2.907 2.056
C -0.775 -4.430 1.734
O -1.060 -5.149 2.868
H 0.268 -4.155 1.579
H -0.991 -5.062 0.872
H -1.436 -3.572 1.609
H -2.012 -5.177 2.985
C 0.745 -1.311 2.095
O 0.102 -1.149 3.344
H 1.659 -0.718 2.066
H 1.138 -2.323 2.003
H 0.065 -1.005 1.300
H 0.787 -1.039 4.007
C -2.899 -1.159 -3.541
O -2.234 0.128 -3.646
H -3.926 -0.927 -3.260
H -3.017 -1.675 -4.494
H -2.421 -1.871 -2.868
H -1.330 0.025 -3.343
O 2.398 1.263 -4.488
H 2.155 1.056 -5.390
H 3.261 0.865 -4.375
O 2.450 -1.540 -4.930
H 1.825 -1.063 -4.384
H 2.179 -1.348 -5.828
O 4.864 -0.842 -3.082
H 4.179 -0.912 -2.417
H 5.677 -0.762 -2.582
C -2.081 0.971 0.082
C -1.785 2.480 0.210
C -3.171 3.225 0.043
C -3.927 3.367 1.315
C -3.109 3.854 2.564
C -1.838 2.967 2.775
N -1.145 2.813 1.511
O 0.054 2.181 1.707
C -0.995 3.740 3.818
C -2.277 1.651 3.514
C -0.812 2.969 -0.898
H -1.232 0.322 0.297
H -2.461 0.608 -0.873
H -2.932 0.715 0.713
H -2.951 4.255 -0.240
H -3.893 2.668 -0.554
H -4.423 2.424 1.544
H -4.764 4.048 1.159
H -3.846 3.760 3.361
H -2.999 4.939 2.572
H -1.479 3.885 4.784
H -0.132 3.117 4.052
H -0.804 4.673 3.289
H -1.355 1.247 3.934
H -2.836 1.905 4.414
H -2.807 0.909 2.917
H 0.200 2.565 -0.869
H -0.686 4.051 -0.943
H -1.190 2.563 -1.836
H -0.169 1.248 1.745
*
```

Results
HOMO energy (alpha / beta), eV: -11.195 / -11.195
Orbital gap (alpha / beta), eV: 3.88 / 3.33


Entry 11:
Here is an isolated molecule of C9H11NO in a non-equilibrium geometry from the OMol25 dataset. Energies are from ωB97M-V/def2-TZVPD.

```
! RIJCOSX wB97M-V def2-TZVPD def2/J DEFGRID3
* xyz 0 1
C 0.942 0.150 1.912
O 1.280 -0.944 1.097
C 1.352 -0.793 -0.251
C 1.907 -2.042 -0.879
C 1.004 0.262 -1.001
C 0.438 1.565 -0.670
C -0.747 1.906 -0.137
C -1.897 1.094 0.185
C -2.294 -0.022 -0.451
C -3.467 -0.702 -0.099
N -4.425 -1.261 0.200
H -0.130 0.366 1.872
H 1.496 1.046 1.620
H 1.214 -0.139 2.926
H 1.098 -2.643 -1.293
H 2.413 -2.631 -0.119
H 2.603 -1.805 -1.678
H 1.288 0.194 -2.045
H 1.084 2.391 -0.963
H -0.899 2.959 0.076
H -2.550 1.502 0.949
H -1.707 -0.454 -1.251
*
```

Results
HOMO energy, eV: -8.489
SMILES: CO\C(C)=C/C=C\C=C\C#N
Relative energy (zero: lowest compared OMol25 entry of this formula, charge and spin), kJ/mol: 249.89
Orbital gap, eV: 8.31


Entry 12:
Here is a cluster of 10 separate species, C3H26O9S2 in total in a non-equilibrium geometry from the OMol25 dataset. Energies are from ωB97M-V/def2-TZVPD.

```
! RIJCOSX wB97M-V def2-TZVPD def2/J DEFGRID3
* xyz 0 1
C -1.587 -1.666 0.584
C -0.713 -0.405 0.632
S 0.480 -0.474 2.041
S 1.465 -2.276 1.530
C 3.219 -1.948 1.284
H -2.175 -1.810 1.503
H -0.954 -2.532 0.388
H -2.295 -1.555 -0.233
H -0.104 -0.163 -0.233
H -1.280 0.520 0.880
H 3.642 -2.915 1.579
H 3.504 -1.681 0.269
H 3.587 -1.237 2.023
O -2.371 2.927 -1.977
H -2.812 2.478 -1.262
H -2.151 3.808 -1.675
O 1.069 -0.421 -2.031
H 1.974 -0.742 -1.951
H 0.646 -1.197 -2.443
O 0.249 2.128 -2.698
H -0.700 2.016 -2.843
H 0.752 1.301 -2.569
O -4.314 1.426 1.483
H -4.810 2.230 1.292
H -3.450 1.840 1.720
O -0.194 3.540 -0.520
H 0.132 3.081 -1.347
H 0.634 3.900 -0.173
O 2.087 -3.282 -2.278
H 1.748 -3.685 -1.471
H 2.519 -4.000 -2.763
O 0.018 -5.376 1.810
H 0.613 -4.842 2.359
H -0.786 -4.840 1.848
O 2.240 2.731 0.503
H 1.870 1.886 0.235
H 3.167 2.625 0.674
O -1.851 2.545 1.282
H -1.375 2.925 0.510
H -1.694 3.140 2.036
*
```

Results
HOMO energy, eV: -8.567
SMILES: CCSSC.O.O.O.O.O.O.O.O.O
Relative energy (zero: lowest compared OMol25 entry of this formula, charge and spin), kJ/mol: 0.00
Orbital gap, eV: 8.65